C24H16Cl5HfN7O2 | ωB97M-V/def2-TZVPD

Cartesian coordinates (Å):
Hf1 0.02 -0.35 0.00
Cl1 -0.93 -3.92 -0.01
C1 -2.24 -2.77 0.01
C2 -1.87 -1.44 0.03
C3 -2.88 -0.50 0.06
Cl2 -2.28 1.18 0.18
C4 -4.22 -0.80 0.04
Cl3 -5.40 0.43 0.06
C5 -4.56 -2.16 0.01
Cl4 -6.20 -2.61 -0.03
C6 -3.57 -3.16 0.00
Cl5 -3.98 -4.81 -0.02
C7 6.56 -6.34 -0.13
O1 5.53 -5.70 0.62
C8 5.82 -4.56 1.26
C9 7.06 -3.93 1.21
C10 7.24 -2.75 1.91
C11 6.19 -2.15 2.60
C12 4.96 -2.82 2.68
C13 4.78 -4.01 2.03
N1 6.51 -0.91 3.21
N2 5.63 -0.09 3.54
C14 4.29 -0.11 3.12
C15 3.27 0.06 4.04
C16 1.93 0.10 3.63
C17 1.60 -0.03 2.31
O2 0.30 -0.02 1.84
C18 2.61 -0.15 1.35
N3 2.23 -0.24 0.02
C19 3.18 -0.26 -0.92
C20 4.52 -0.14 -0.62
C21 4.92 -0.06 0.70
C22 3.97 -0.12 1.73
H1 6.11 -7.23 -0.56
H2 7.39 -6.62 0.51
H3 6.92 -5.69 -0.94
H4 7.88 -4.36 0.66
H5 8.21 -2.25 1.92
H6 4.17 -2.43 3.31
H7 3.86 -4.57 2.11
H8 3.53 0.12 5.09
H9 1.14 0.24 4.35
H10 2.84 -0.35 -1.94
H11 5.25 -0.10 -1.42
H12 5.96 0.07 0.94
N4 -1.28 2.99 -4.70
C23 -0.72 1.88 -5.16
N5 -0.65 1.66 -6.46
N6 -0.20 0.95 -4.35
C24 -0.13 0.75 -3.13
N7 0.00 0.48 -1.99
H13 -1.68 3.68 -5.32
H14 -1.34 3.17 -3.71
H15 -0.99 2.32 -7.14
H16 -0.22 0.81 -6.80

ΔE to the lowest compared entry with this formula, charge and spin: 9.37 kcal/mol
Spin multiplicity: 1
Calculated total energy: -103578.714 eV
Kohn-Sham gap: 5.82 eV
Charge: +2
LUMO level: -6.6 eV

Atom charges from the Löwdin analysis, given in e for atoms 1 to 4:
1. Hf 1.70
2. Cl 0.70
3. C -0.71
4. C -0.39



C3H15NO4 | ωB97M-V/def2-TZVPD

Cartesian coordinates (Å):
C1 -1.06 2.88 -0.31
C2 0.14 1.99 0.07
N1 0.24 0.97 -1.01
C3 0.02 1.40 1.46
O1 1.22 0.66 1.85
H1 -1.11 2.87 -1.39
H2 -2.00 2.47 0.08
H3 -0.93 3.85 0.16
H4 1.01 2.63 -0.10
H5 -0.41 0.22 -0.80
H6 1.15 0.52 -1.04
H7 -0.07 2.11 2.27
H8 -0.77 0.68 1.37
H9 1.74 0.51 1.05
O2 1.05 -2.99 -1.84
H10 1.17 -2.86 -0.89
H11 1.11 -2.14 -2.29
O3 0.33 -1.72 0.84
H12 0.30 -2.62 1.18
H13 -0.17 -1.17 1.44
O4 -1.87 -2.01 -0.87
H14 -0.96 -2.12 -0.59
H15 -1.97 -2.71 -1.53

ΔE to the lowest compared entry with this formula, charge and spin: 25.97 kcal/mol
Spin multiplicity: 1
Calculated total energy: -13033.911 eV
SMILES: C[C@H](N)CO.O.O.O
Kohn-Sham gap: 10.13 eV
LUMO level: 0.4 eV

Atom charges from the Löwdin analysis, given in e for atoms 1 to 4:
1. C -0.06
2. C -0.43
3. N 0.04
4. C -0.20



C6H15N | ωB97M-V/def2-TZVPD

Cartesian coordinates (Å):
C1 1.56 0.30 -1.21
C2 1.35 -0.17 0.24
C3 2.20 -1.44 0.43
C4 -0.10 -0.46 0.56
C5 -1.26 0.27 -0.16
C6 -1.24 1.78 -0.03
N1 -2.50 -0.32 0.25
H1 2.59 0.46 -1.50
H2 0.81 1.01 -1.53
H3 1.27 -0.51 -1.89
H4 1.79 0.68 0.78
H5 1.82 -2.30 -0.10
H6 2.49 -1.74 1.44
H7 3.24 -1.18 0.13
H8 -0.24 -0.43 1.67
H9 -0.33 -1.48 0.24
H10 -1.05 0.02 -1.21
H11 -1.72 2.10 0.88
H12 -1.90 2.26 -0.78
H13 -0.30 2.32 -0.10
H14 -2.48 -0.89 1.07
H15 -3.37 0.16 0.10

ΔE to the lowest compared entry with this formula, charge and spin: 22.93 kcal/mol
Spin multiplicity: 1
Calculated total energy: -7954.772 eV
SMILES: CC(C)C[C@H](C)N
Kohn-Sham gap: 9.94 eV
LUMO level: 1.2 eV

Atom charges from the Löwdin analysis, given in e for atoms 1 to 4:
1. C -0.09
2. C -0.42
3. C -0.09
4. C -0.16



Which formula does entry 2 have? C3H15NO4



Please write out number 3 again, unchanged.
C6H15N | ωB97M-V/def2-TZVPD

Cartesian coordinates (Å):
C1 1.56 0.30 -1.21
C2 1.35 -0.17 0.24
C3 2.20 -1.44 0.43
C4 -0.10 -0.46 0.56
C5 -1.26 0.27 -0.16
C6 -1.24 1.78 -0.03
N1 -2.50 -0.32 0.25
H1 2.59 0.46 -1.50
H2 0.81 1.01 -1.53
H3 1.27 -0.51 -1.89
H4 1.79 0.68 0.78
H5 1.82 -2.30 -0.10
H6 2.49 -1.74 1.44
H7 3.24 -1.18 0.13
H8 -0.24 -0.43 1.67
H9 -0.33 -1.48 0.24
H10 -1.05 0.02 -1.21
H11 -1.72 2.10 0.88
H12 -1.90 2.26 -0.78
H13 -0.30 2.32 -0.10
H14 -2.48 -0.89 1.07
H15 -3.37 0.16 0.10

ΔE to the lowest compared entry with this formula, charge and spin: 22.93 kcal/mol
Spin multiplicity: 1
Calculated total energy: -7954.772 eV
SMILES: CC(C)C[C@H](C)N
Kohn-Sham gap: 9.94 eV
LUMO level: 1.2 eV

Atom charges from the Löwdin analysis, given in e for atoms 1 to 4:
1. C -0.09
2. C -0.42
3. C -0.09
4. C -0.16